C25H37N5O2 in the gas phase in a non-equilibrium geometry, computed with the ωB97M-V functional and the def2-TZVPD basis.

Results
Relative energy (zero: lowest compared OMol25 entry of this formula, charge and spin) = 0.5 kJ/mol
M = 439.60 g mol⁻¹
Frontier orbital gap = 8.3352 eV

Each line ends with the Löwdin charge.
CARTESIAN COORDINATES (ANGSTROEM)
C: -6.588 -2.598 -2.219  -0.1078
O: -5.776 -3.392 -1.388  -0.1529
C: -4.889 -2.722 -0.512  -0.3609
C: -5.577 -1.845 0.539  -0.1219
C: -4.532 -1.313 1.514  -0.1912
N: -3.545 -0.522 0.801  -0.1785
C: -2.610 0.125 1.718  -0.1158
C: -1.759 1.108 0.997  -0.1320
C: -0.380 1.252 0.902  -0.1145
C: 0.586 0.381 1.606  -0.3762
O: 0.203 -0.310 2.548  0.0352
N: 1.877 0.364 1.213  -0.0375
C: 2.452 0.977 0.040  -0.1239
C: 2.884 -0.132 -0.938  -0.1561
N: 3.816 -1.079 -0.363  -0.1332
C: 5.225 -0.705 -0.215  -0.3253
C: 6.067 -1.974 -0.419  -0.1519
C: 7.553 -1.696 -0.224  -0.2040
C: 8.024 -0.621 -1.196  -0.2126
C: 7.191 0.642 -1.014  -0.1995
C: 5.704 0.351 -1.213  -0.1619
C: 3.236 -1.632 0.848  -0.1497
C: 2.794 -0.555 1.853  -0.1130
N: -0.069 2.315 0.113  0.1434
C: -1.216 2.826 -0.288  -0.2608
C: -1.477 3.927 -1.118  0.0043
C: -2.774 4.251 -1.395  -0.0782
C: -3.832 3.483 -0.859  -0.0646
C: -3.574 2.419 -0.053  -0.0273
N: -2.288 2.103 0.232  0.0645
C: -2.844 -1.340 -0.174  -0.1767
C: -3.825 -1.872 -1.213  -0.1180
H: -7.266 -1.958 -1.644  0.0834
H: -5.998 -1.977 -2.901  0.0837
H: -7.179 -3.300 -2.804  0.0903
H: -4.389 -3.554 0.000  0.1556
H: -6.329 -2.426 1.076  0.1243
H: -6.066 -1.000 0.052  0.1130
H: -5.016 -0.670 2.255  0.1213
H: -4.062 -2.156 2.050  0.1316
H: -3.199 0.652 2.479  0.1345
H: -1.953 -0.591 2.231  0.1200
H: 3.325 1.561 0.353  0.1253
H: 1.726 1.646 -0.419  0.0913
H: 1.992 -0.703 -1.220  0.1265
H: 3.300 0.304 -1.843  0.1083
H: 5.422 -0.317 0.799  0.1448
H: 5.746 -2.751 0.275  0.1034
H: 5.887 -2.343 -1.430  0.1228
H: 8.124 -2.615 -0.375  0.1076
H: 7.728 -1.360 0.802  0.1134
H: 9.080 -0.399 -1.029  0.1068
H: 7.914 -0.984 -2.220  0.1132
H: 7.508 1.406 -1.727  0.1090
H: 7.351 1.039 -0.008  0.1150
H: 5.148 1.282 -1.085  0.1045
H: 5.541 -0.013 -2.229  0.1246
H: 2.358 -2.217 0.556  0.1287
H: 3.950 -2.303 1.326  0.1132
H: 3.662 0.008 2.214  0.1235
H: 2.283 -1.011 2.702  0.1193
H: -0.642 4.483 -1.511  0.1143
H: -3.003 5.092 -2.030  0.1022
H: -4.852 3.743 -1.090  0.1023
H: -4.332 1.780 0.371  0.1212
H: -2.089 -0.720 -0.664  0.1237
H: -2.323 -2.184 0.314  0.1354
H: -3.296 -2.471 -1.957  0.1253
H: -4.295 -1.024 -1.714  0.1149


2 unconnected molecules or ions with the total composition C27H24BF3O2S in a non-equilibrium geometry, computed with the ωB97M-V functional and the def2-TZVPD basis.

Results
Relative energy (zero: lowest compared OMol25 entry of this formula, charge and spin) = 115.2 kJ/mol
M = 480.36 g mol⁻¹
Frontier orbital gap = 7.4390 eV

Each line ends with the Löwdin charge.
CARTESIAN COORDINATES (ANGSTROEM)
C: -2.092 0.689 -5.509  -0.1095
C: -1.283 1.051 -4.304  -0.5876
C: -1.188 2.293 -3.669  -0.1286
C: -0.291 2.288 -2.560  -0.0992
C: 0.318 1.041 -2.331  -0.4476
C: 1.222 0.590 -1.315  -0.2512
C: 1.866 -0.682 -1.339  -0.0433
C: 3.239 -0.699 -1.045  -0.0106
C: 3.849 0.494 -0.646  -0.1309
C: 5.346 0.683 -0.695  -0.5310
F: 5.748 1.840 -1.299  0.1218
F: 5.860 0.706 0.577  0.1025
F: 5.994 -0.310 -1.341  0.1259
C: 3.059 1.514 -0.119  -0.0243
C: 1.700 1.551 -0.402  -0.0311
S: -0.371 -0.127 -3.444  1.0854
H: -2.210 1.533 -6.192  0.0812
H: -1.591 -0.129 -6.031  0.0688
H: -3.092 0.365 -5.196  0.0821
H: -1.741 3.163 -4.047  0.1130
H: -0.107 3.174 -1.950  0.1096
H: 1.333 -1.602 -1.567  0.1114
H: 3.831 -1.619 -1.130  0.1334
H: 3.528 2.295 0.484  0.1370
H: 1.033 2.298 0.017  0.1261
C: -0.670 -2.200 2.420  -0.0506
C: -0.394 -0.716 1.889  -0.2062
C: -0.571 0.286 3.105  -0.0628
B: -1.861 -0.570 1.242  -0.4852
O: -2.553 -1.446 0.369  0.1608
C: -3.691 -0.794 -0.110  -0.1504
C: -4.939 -1.391 -0.372  0.0005
C: -6.015 -0.804 0.292  -0.0888
C: -5.947 0.517 0.762  -0.0836
C: -4.794 1.295 0.585  0.0039
C: -3.624 0.561 0.359  -0.1655
O: -2.448 0.701 1.077  0.1584
C: 1.199 -0.768 1.775  -0.1530
C: 2.017 0.211 2.385  -0.0819
C: 3.323 -0.046 2.818  -0.0837
C: 3.931 -1.266 2.551  -0.0935
C: 3.199 -2.199 1.823  -0.0889
C: 1.887 -1.941 1.416  -0.0853
H: -0.475 -2.923 1.621  0.0802
H: -0.022 -2.468 3.266  0.1017
H: -1.708 -2.416 2.725  0.0932
H: -0.310 1.309 2.797  0.0822
H: -1.589 0.377 3.515  0.0917
H: 0.087 0.041 3.954  0.0975
H: -5.058 -2.326 -0.934  0.1188
H: -6.914 -1.401 0.498  0.1111
H: -6.788 0.943 1.326  0.1094
H: -4.790 2.375 0.768  0.1190
H: 1.653 1.225 2.559  0.1077
H: 3.871 0.722 3.369  0.1113
H: 4.964 -1.453 2.849  0.1079
H: 3.671 -3.148 1.563  0.1070
H: 1.400 -2.688 0.791  0.1136


A molecular structure, C19H12AlClN4O10 in a non-equilibrium geometry, computed with the ωB97M-V functional and the def2-TZVPD basis.

Results
Relative energy (zero: lowest compared OMol25 entry of this formula, charge and spin) = 389.0 kJ/mol
M = 518.76 g mol⁻¹
Frontier orbital gap = 7.4299 eV

Each line ends with the Löwdin charge.
CARTESIAN COORDINATES (ANGSTROEM)
Al: 0.543 -1.167 -0.205  0.0688
O: -0.503 2.205 -2.523  0.1805
C: 0.066 1.466 -1.770  -0.3184
N: -0.554 0.745 -0.727  0.0418
C: -1.196 0.331 1.710  -0.2043
O: -2.194 0.887 2.068  0.1650
C: -0.799 -0.964 2.391  -0.1329
C: -1.158 -1.130 3.716  0.0277
C: -0.744 -2.273 4.381  -0.0282
C: 0.012 -3.205 3.694  -0.0222
C: 0.314 -2.972 2.363  -0.0537
N: -0.082 -1.875 1.720  0.1216
C: 1.486 1.066 -2.021  -0.1228
C: 2.293 1.860 -2.811  0.0319
C: 3.548 1.393 -3.158  -0.0235
C: 3.947 0.154 -2.688  -0.0156
C: 3.078 -0.576 -1.895  -0.0573
N: 1.857 -0.139 -1.577  0.1276
H: -1.749 -0.364 4.196  0.1275
H: -1.005 -2.428 5.419  0.1161
H: 0.364 -4.107 4.173  0.1140
H: 0.880 -3.686 1.783  0.1126
H: 1.916 2.816 -3.147  0.1303
H: 4.197 1.980 -3.794  0.1173
H: 4.915 -0.257 -2.932  0.1163
H: 3.367 -1.541 -1.508  0.1134
O: -1.172 -1.645 -0.704  -0.0212
C: -2.168 -0.824 -0.903  -0.0737
C: -1.947 0.522 -0.878  -0.2030
C: -2.815 1.645 -0.747  0.0739
C: -2.432 2.808 -0.169  -0.1110
C: -1.196 3.194 0.530  0.0061
C: -0.155 2.451 0.933  0.0299
C: -0.119 0.966 0.709  -0.4106
O: 1.051 0.279 0.863  -0.0378
N: -3.464 3.865 -0.177  -0.3551
O: -3.221 4.905 0.407  0.0589
O: -4.513 3.653 -0.755  0.0558
H: -3.152 -1.266 -1.034  0.1475
H: -3.836 1.572 -1.097  0.1366
H: -1.170 4.247 0.776  0.1121
H: 0.681 2.896 1.458  0.1256
O: 2.504 -4.273 -1.662  -0.2496
Cl: 1.350 -3.557 -1.257  0.7667
O: 0.843 -2.721 -2.307  -0.2675
O: 0.348 -4.381 -0.682  -0.2489
O: 1.784 -2.558 -0.162  -0.2682


A molecular structure, C45H39InN5O3P2 in a non-equilibrium geometry, computed with the ωB97M-V functional and the def2-TZVPD basis.

Results
Relative energy (zero: lowest compared OMol25 entry of this formula, charge and spin) = 18.7 kJ/mol
M = 874.61 g mol⁻¹
Charge = +1
Frontier orbital gap = 6.1708 eV

Each line ends with the Löwdin charge.
CARTESIAN COORDINATES (ANGSTROEM)
In: -0.219 0.023 -0.398  0.7260
C: 0.526 -1.067 -3.853  -0.2666
P: 0.535 0.633 -3.182  1.0668
C: -0.894 1.427 -3.988  -0.3662
C: -0.901 2.798 -4.249  -0.1111
C: -2.043 3.416 -4.740  -0.0754
C: -3.196 2.675 -4.965  -0.0754
C: -3.200 1.311 -4.702  -0.0676
C: -2.059 0.689 -4.214  -0.0866
C: 1.989 1.419 -3.945  -0.3637
C: 2.042 1.774 -5.293  -0.0838
C: 3.196 2.333 -5.824  -0.0683
C: 4.307 2.542 -5.016  -0.0753
C: 4.266 2.191 -3.673  -0.0785
C: 3.108 1.638 -3.138  -0.1064
C: -0.251 -1.988 -2.956  -0.4097
C: -0.924 -3.127 -3.321  -0.0574
C: -1.324 -3.776 -2.123  -0.0496
C: -0.882 -2.996 -1.086  -0.3958
C: -0.843 -3.345 0.372  -0.2555
P: -1.250 -1.871 1.376  1.0569
C: -0.570 -2.151 3.043  -0.3590
C: 0.452 -3.055 3.327  -0.0819
C: 1.007 -3.115 4.603  -0.0707
C: 0.547 -2.277 5.608  -0.0703
C: -0.483 -1.382 5.341  -0.0693
C: -1.032 -1.317 4.070  -0.1109
C: -3.052 -1.952 1.593  -0.3527
C: -3.851 -1.221 0.714  -0.0869
C: -5.237 -1.304 0.789  -0.0677
C: -5.829 -2.106 1.753  -0.0706
C: -5.039 -2.837 2.634  -0.0672
C: -3.656 -2.764 2.554  -0.0811
N: -0.230 -1.870 -1.575  -0.0560
H: 1.573 -1.373 -3.903  0.0936
H: 0.134 -1.085 -4.870  0.0986
H: -0.001 3.382 -4.086  0.1016
H: -2.030 4.478 -4.958  0.1070
H: -4.086 3.158 -5.350  0.1073
H: -4.095 0.728 -4.880  0.1099
H: -2.078 -0.375 -4.003  0.1035
H: 1.181 1.610 -5.931  0.1134
H: 3.231 2.602 -6.873  0.1096
H: 5.205 2.981 -5.435  0.1083
H: 5.134 2.350 -3.044  0.1055
H: 3.061 1.381 -2.086  0.0871
H: -1.075 -3.476 -4.333  0.1059
H: -1.849 -4.717 -2.031  0.1049
H: 0.169 -3.661 0.637  0.0718
H: -1.520 -4.164 0.604  0.1042
H: 0.828 -3.726 2.566  0.0961
H: 1.796 -3.828 4.808  0.1104
H: 0.980 -2.329 6.601  0.1118
H: -0.860 -0.735 6.126  0.1131
H: -1.837 -0.617 3.869  0.1097
H: -3.389 -0.598 -0.042  0.0804
H: -5.852 -0.740 0.099  0.1094
H: -6.909 -2.167 1.818  0.1096
H: -5.503 -3.467 3.383  0.1098
H: -3.045 -3.337 3.243  0.1110
N: 1.071 4.100 -1.232  0.2090
C: 0.500 2.987 -0.748  -0.5348
O: 1.188 2.020 -0.399  -0.0726
C: -1.016 2.994 -0.618  -0.1831
C: -1.697 1.622 -0.632  -0.2404
H: 2.073 4.148 -1.306  0.1232
H: 0.524 4.897 -1.501  0.1178
H: -1.424 3.652 -1.387  0.1091
H: -1.191 3.496 0.340  0.1146
H: -2.191 1.447 -1.587  0.0300
H: -2.459 1.558 0.144  0.0291
O: 3.978 0.297 6.423  0.1041
N: 3.380 1.098 5.737  -0.3285
O: 3.028 2.202 6.101  0.0862
C: 2.869 0.626 4.427  -0.0631
C: 3.605 -0.305 3.810  0.0759
C: 3.233 -0.787 2.516  -0.1191
C: 3.997 -1.753 1.844  0.0268
C: 3.604 -2.181 0.604  -0.0072
C: 2.453 -1.624 0.041  -0.0811
N: 1.718 -0.711 0.662  0.0694
C: 2.085 -0.290 1.897  -0.1267
C: 1.252 0.663 2.609  -0.1423
N: 0.085 1.005 2.034  0.0772
C: -0.721 1.830 2.665  -0.1064
C: -0.415 2.374 3.915  -0.0067
C: 0.768 2.035 4.517  0.0283
C: 1.647 1.147 3.866  -0.0515
H: 4.494 -0.689 4.293  0.1408
H: 4.884 -2.156 2.319  0.1333
H: 4.163 -2.928 0.057  0.1218
H: 2.096 -1.933 -0.934  0.1126
H: -1.665 2.052 2.178  0.1147
H: -1.111 3.044 4.400  0.1199
H: 1.023 2.439 5.484  0.1135